Computed, not measured: a cluster of 13 separate species, C5H34NO14 in total, with wB97M-V/def2-TZVPD.

energy relative to the best compared isomer or geometry (same formula, charge and spin) = 1.713 eV
charge = -1

Cartesian coordinates (Å):
C: 1.5703 -1.1071 -1.1785
C: 0.6069 0.0136 -0.7600
C: 0.7233 0.3070 0.7432
C: 1.9050 1.1472 1.0370
O: 1.8312 2.3544 1.0903
N: -0.7861 -0.2993 -1.1710
C: -1.3880 -1.5777 -0.7239
O: -2.3989 -1.3527 0.1857
H: 1.4570 -2.0249 -0.6044
H: 1.3622 -1.4296 -2.2082
H: 2.6132 -0.8219 -1.1155
H: 0.8703 0.9355 -1.3379
H: 0.7257 -0.6458 1.3165
H: -0.2139 0.7951 1.0769
H: 2.8404 0.6432 1.2773
H: -1.3672 0.5159 -0.8981
H: -0.6383 -2.2300 -0.3045
H: -1.8571 -2.0862 -1.6166
H: -2.0923 -0.9834 1.1243
H: -2.5009 -0.4905 3.0520
O: -1.7663 -0.2723 2.3956
H: 2.8021 -1.4833 1.6427
H: 1.8343 -1.6902 2.8503
O: 2.6280 -2.0011 2.4145
H: 1.2021 2.4190 -2.9363
H: 1.7859 1.1404 -3.5098
O: 2.0662 1.9409 -3.1241
H: 2.9709 1.6066 -1.7237
H: 3.7007 2.2837 -0.5027
O: 3.4092 1.4048 -0.8816
H: -3.3729 -0.0544 -0.4789
H: -3.2616 1.3809 -0.0005
O: -3.6670 0.8409 -0.7190
H: 0.7143 -4.3424 0.0926
H: -0.1008 -4.0234 -1.2426
O: 0.5732 -4.5719 -0.8625
H: -0.5278 -0.8271 2.9284
H: 0.2500 -0.8326 4.3868
O: 0.3000 -1.2084 3.4447
H: -1.8199 0.5337 -2.9829
H: -2.9563 1.2964 -2.1893
O: -2.3776 1.3663 -3.0018
H: 0.4419 3.1256 0.4821
H: -1.0868 2.9285 0.5385
O: -0.4216 3.4322 0.1404
H: -2.0207 1.0303 1.8445
H: -2.8030 2.4421 1.8968
O: -2.3011 1.9326 1.3204
H: -1.0689 2.4815 -2.7560
H: -0.3683 3.2122 -1.5833
O: -0.2997 2.9979 -2.5159
H: 1.5123 -3.3094 1.9350
H: 0.0572 -3.1328 2.0345
O: 0.7093 -3.7099 1.6782

Cartesian forces, eV/Å:
C -0.42 -0.26 -0.50
C -0.10 -0.11 -0.94
C -1.20 -0.77 0.26
C -0.44 0.09 0.68
O 0.43 0.39 0.39
N 0.67 0.24 0.09
C -0.24 0.91 -0.95
O -0.81 -0.13 1.34
H -0.14 0.04 0.32
H 0.08 0.29 0.05
H 0.14 0.29 0.04
H -0.26 -0.75 0.68
H 0.37 0.58 -0.57
H 0.91 0.17 -0.29
H 0.31 -0.07 0.08
H 0.31 -1.05 -0.23
H 0.53 -0.19 0.03
H 0.42 0.39 0.81
H -0.11 -0.38 -1.16
H 1.49 0.41 -1.38
O -1.66 -0.42 1.44
H -0.04 0.54 -0.59
H -0.87 0.87 0.38
O 1.37 -1.22 0.37
H 0.24 -0.13 0.01
H -0.42 -1.56 -0.79
O 0.09 1.71 0.45
H -0.21 0.30 -0.48
H -0.66 -1.52 -0.75
O 1.39 1.18 0.90
H -0.04 -0.35 0.12
H -0.22 -0.17 -0.21
O -0.28 0.62 0.08
H -0.64 0.18 -0.88
H -0.40 0.45 0.15
O 0.92 -0.81 0.37
H 0.27 0.03 0.80
H 0.03 -0.87 -2.31
O -0.29 0.73 2.11
H -0.91 1.29 0.24
H 0.40 -0.23 -0.51
O 0.36 -1.17 -0.11
H -0.33 -0.06 0.13
H -1.76 -1.48 1.28
O 2.02 1.92 -1.45
H -0.54 0.74 -0.36
H -1.36 1.44 1.66
O 1.52 -2.09 -0.88
H -0.92 -0.54 -0.15
H -0.18 0.20 0.99
O 1.27 0.59 -0.99
H 2.05 0.85 0.49
H -1.04 0.65 0.52
O -1.13 -1.75 -0.81



Computed, not measured: the ion C6H5N4O with charge -1, with wB97M-V/def2-TZVPD.

energy relative to the best compared isomer or geometry (same formula, charge and spin) = 0.000 eV
charge = -1

Cartesian coordinates (Å):
C: 2.2175 -0.1963 0.6898
C: 0.9225 0.2982 0.3761
C: 0.1152 1.2449 0.7825
C: -1.3320 1.4353 0.4740
O: -1.8864 2.5347 0.8387
C: -2.0195 0.4844 -0.2872
C: -1.2819 -0.5670 -0.8582
N: -1.7200 -1.6015 -1.6818
N: -0.6533 -2.3559 -1.9518
N: 0.4449 -1.9187 -1.3878
N: 0.1023 -0.7367 -0.7555
H: 2.7021 0.3703 1.6292
H: 2.8845 -0.0950 -0.0607
H: 2.1298 -1.1829 0.9318
H: 0.4467 1.7651 1.5783
H: -3.0724 0.5212 -0.3172

Cartesian forces, eV/Å:
C 0.90 2.78 4.15
C -3.72 -2.94 -3.98
C -1.74 -1.70 -1.46
C -1.24 2.16 -0.58
O 1.03 -1.34 0.29
C 1.94 -0.52 0.56
C 1.10 -1.79 -1.49
N 0.61 1.22 1.16
N 0.93 0.65 0.92
N -0.55 0.58 -0.20
N -0.47 2.18 2.47
H -1.26 -1.09 -1.93
H 2.18 0.29 -2.65
H 0.00 -2.85 0.74
H 1.19 2.30 2.41
H -0.90 0.06 -0.39



Computed, not measured: a structure of composition C24H46InN2O6P2S, with wB97M-V/def2-TZVPD.

calculated total energy = -75469.7564 eV
charge = +3

Cartesian coordinates (Å):
In: 0.8257 -0.7754 0.8050
C: 0.8482 1.0127 4.6475
C: 1.5928 1.1997 3.3545
C: 2.1961 0.1057 2.7069
C: 2.9887 0.2845 1.5491
C: 3.1444 1.5561 1.0019
C: 2.5469 2.6319 1.6356
C: 1.7920 2.4552 2.7961
H: -0.0172 0.3581 4.5222
H: 0.5001 1.9648 5.0425
H: 1.4979 0.5606 5.3989
H: 2.2102 -0.8556 3.2155
H: 3.5728 -0.5468 1.1606
H: 3.7608 1.7038 0.1255
H: 2.6981 3.6315 1.2466
H: 1.3836 3.3228 3.2995
C: 0.8141 0.8022 -5.4039
C: 0.6076 1.9564 -4.4557
C: -0.7778 2.5541 -4.5149
O: 0.9335 1.5110 -3.0532
P: 0.1598 0.6826 -2.0277
O: 1.1656 0.2443 -0.9588
C: -1.0948 1.7048 -1.2235
P: -2.0197 0.8029 0.0375
O: -1.0336 0.0832 0.9612
O: -2.9965 1.7207 0.7858
C: -2.8870 3.0221 1.4981
C: -3.0941 4.1431 0.5093
C: -1.5863 3.1080 2.2555
O: -2.8924 -0.2541 -0.6711
C: -4.2460 0.0469 -1.2736
C: -5.2590 -0.7543 -0.4985
C: -4.1892 -0.2821 -2.7458
O: -0.5963 -0.5058 -2.6731
C: -0.2741 -1.9460 -2.5278
C: -1.4775 -2.7117 -3.0132
C: 0.9998 -2.2670 -3.2746
H: 0.7686 1.1809 -6.4253
H: 0.0320 0.0496 -5.2865
H: 1.7914 0.3421 -5.2591
H: 1.3592 2.7214 -4.6212
H: -1.5432 1.7832 -4.3739
H: -0.9308 2.9885 -5.5024
H: -0.9063 3.3525 -3.7821
H: -1.8065 2.0732 -1.9671
H: -0.5665 2.5526 -0.7779
H: -3.7224 2.9802 2.1901
H: -2.2509 4.2334 -0.1798
H: -3.1868 5.0837 1.0523
H: -4.0104 3.9975 -0.0615
H: -0.7413 3.1691 1.5643
H: -1.4527 2.2452 2.9089
H: -1.5948 4.0099 2.8676
H: -4.4247 1.1128 -1.1294
H: -5.0799 -1.8229 -0.6245
H: -6.2564 -0.5243 -0.8750
H: -5.2282 -0.5104 0.5633
H: -4.2113 -1.3592 -2.9100
H: -3.2947 0.1268 -3.2199
H: -5.0637 0.1502 -3.2330
H: -0.1453 -2.1334 -1.4539
H: -1.7082 -2.4279 -4.0409
H: -2.3449 -2.5156 -2.3859
H: -1.2607 -3.7794 -2.9910
H: 0.8614 -2.0915 -4.3418
H: 1.2449 -3.3200 -3.1356
H: 1.8398 -1.6622 -2.9282
S: 1.1443 -3.1791 1.0554
C: 2.4002 -3.3818 2.2917
N: 3.6544 -3.4987 1.9147
C: 4.7449 -3.8580 2.8485
C: 4.3931 -3.3680 4.2427
C: 3.0017 -3.8365 4.6338
N: 2.0461 -3.5044 3.5527
H: 3.8482 -3.4923 0.9242
H: 5.6607 -3.3987 2.4865
H: 4.8810 -4.9395 2.8300
H: 4.4473 -2.2774 4.2772
H: 5.1176 -3.7553 4.9553
H: 2.6596 -3.3476 5.5422
H: 2.9789 -4.9128 4.8049
H: 1.0582 -3.5264 3.7603

Cartesian forces, eV/Å:
In 0.27 0.25 0.27
C 0.01 -0.01 -0.09
C -0.11 0.06 0.04
C -0.04 -0.19 0.08
C 0.22 0.08 0.00
C 0.03 -0.02 -0.04
C -0.01 0.04 0.03
C 0.00 0.02 -0.01
H 0.01 0.01 -0.01
H -0.01 -0.01 -0.01
H 0.00 0.01 -0.01
H -0.01 0.00 0.02
H -0.04 0.00 -0.01
H -0.03 -0.03 0.00
H 0.00 -0.02 0.02
H -0.01 0.00 -0.02
C 0.00 -0.07 0.07
C -0.09 -0.02 -0.21
C -0.01 -0.07 0.14
O -0.01 0.12 0.01
P 0.19 0.09 -0.01
O -0.19 -0.24 -0.15
C 0.05 -0.17 0.01
P -0.25 -0.27 0.04
O 0.05 0.05 0.04
O 0.12 0.10 0.04
C 0.01 0.20 0.02
C -0.03 -0.07 -0.08
C 0.03 -0.15 -0.02
O 0.02 0.04 -0.02
C -0.14 -0.02 -0.05
C 0.05 -0.02 0.05
C 0.05 -0.04 0.02
O -0.10 -0.09 0.08
C 0.08 -0.18 -0.13
C -0.06 0.10 -0.04
C -0.03 0.11 -0.05
H 0.00 0.00 0.01
H 0.03 0.03 -0.02
H -0.01 0.03 -0.02
H 0.07 0.03 0.10
H 0.01 0.05 -0.02
H 0.00 -0.02 -0.01
H 0.01 0.01 -0.05
H 0.03 0.05 0.02
H -0.07 0.03 -0.04
H -0.07 -0.11 0.02
H -0.01 0.03 0.02
H 0.02 0.00 -0.01
H 0.00 0.01 0.01
H 0.04 0.05 0.03
H -0.01 0.02 0.02
H 0.03 0.00 -0.02
H 0.11 0.03 0.04
H -0.02 0.02 0.00
H 0.01 -0.02 0.00
H -0.03 0.01 -0.03
H 0.01 0.03 -0.01
H -0.05 0.02 0.01
H 0.00 -0.03 0.00
H 0.00 0.09 0.06
H 0.00 -0.05 0.01
H 0.03 -0.02 -0.01
H 0.00 0.01 0.00
H 0.01 -0.03 0.02
H 0.00 0.01 0.01
H 0.01 -0.02 0.01
S -0.20 0.10 -0.17
C -0.04 0.05 -0.06
N 0.18 -0.03 0.08
C -0.02 -0.02 0.06
C -0.09 0.05 -0.10
C 0.05 -0.03 -0.03
N 0.07 -0.05 0.18
H -0.04 0.02 -0.02
H 0.00 0.03 -0.05
H -0.04 -0.03 -0.03
H 0.01 -0.01 0.02
H 0.02 0.02 0.02
H -0.04 0.03 0.01
H -0.04 -0.03 -0.04
H -0.02 0.04 -0.04



Computed, not measured: the molecule C5H12N2O, with wB97M-V/def2-TZVPD.

energy relative to the best compared isomer or geometry (same formula, charge and spin) = 1.161 eV
charge = 0

Cartesian coordinates (Å):
C: 2.4107 0.5971 -0.5776
C: 1.3624 -0.1584 0.2530
N: 1.7010 0.0218 1.6733
C: -0.0883 0.2620 -0.0254
C: -1.0193 -0.9365 -0.0480
C: -2.3483 -0.7217 -0.7595
N: -3.0743 0.3949 -0.4288
O: -2.7801 -1.5180 -1.5613
H: 2.2504 1.6530 -0.3584
H: 3.3838 0.1873 -0.3463
H: 2.2005 0.4813 -1.6466
H: 1.4975 -1.2405 0.1762
H: 1.5285 0.9143 2.1237
H: 1.8889 -0.7306 2.2980
H: -0.0540 0.8566 -0.9564
H: -0.4854 1.0029 0.6674
H: -1.2976 -1.0407 1.0172
H: -0.7357 -1.9551 -0.2951
H: -2.5735 1.2202 -0.0968
H: -3.7671 0.7102 -1.1087

Cartesian forces, eV/Å:
C -1.46 -0.46 -0.46
C 0.73 0.11 2.06
N -0.01 0.96 0.13
C 0.81 0.13 -1.66
C -1.95 0.20 1.44
C 0.23 -0.07 -0.36
N 0.01 1.67 -0.07
O -0.06 -0.32 -0.13
H 0.64 0.12 0.13
H 0.29 0.43 0.09
H 0.14 -0.09 0.03
H -0.27 0.07 -0.76
H 0.01 -0.42 -0.28
H -0.11 -0.34 -0.06
H -0.32 -0.65 -0.20
H 0.38 -0.16 0.52
H -0.07 -0.16 -0.16
H 0.88 0.36 -0.64
H -0.01 -0.66 0.17
H 0.15 -0.71 0.21



Computed, not measured: the molecule C3H4O2, with wB97M-V/def2-TZVPD.

energy relative to the best compared isomer or geometry (same formula, charge and spin) = 0.918 eV
charge = 0

Cartesian coordinates (Å):
C: -0.9692 -0.6987 -0.2220
C: 0.3551 -0.0121 -0.3302
O: 1.1253 -0.3742 -1.1961
C: 0.9227 1.0271 0.6281
O: 0.4706 1.3003 1.7096
H: -0.6560 -1.6509 -0.6526
H: -1.6945 -0.2879 -0.9309
H: -1.4235 -0.7384 0.7743
H: 1.8695 1.4348 0.2198

Cartesian forces, eV/Å:
C 0.05 -0.09 -0.13
C 0.29 -0.25 -0.44
O 0.04 0.45 0.18
C -0.07 0.19 0.44
O 0.07 -0.16 -0.57
H -0.74 -0.42 0.44
H 0.14 0.24 0.14
H 0.32 -0.07 -0.25
H -0.09 0.11 0.20



Computed, not measured: a structure of composition C32H28N5O11PtSTe, with wB97M-V/def2-TZVPD.

energy relative to the best compared isomer or geometry (same formula, charge and spin) = 1.191 eV
charge = -1

Cartesian coordinates (Å):
Pt: -0.7154 0.7694 0.4368
O: -2.6713 3.7056 2.4723
C: -2.5398 2.9439 1.5215
O: -2.3571 1.6797 1.5749
C: -2.6715 3.5147 0.1128
C: -3.7396 4.3219 -0.1575
C: -3.9442 4.8364 -1.4483
C: -3.0925 4.4906 -2.4684
C: -2.0066 3.6631 -2.2178
C: -1.7051 3.1918 -0.8889
O: -0.5925 2.6030 -0.6298
N: -1.2197 3.2871 -3.3385
O: -1.3016 3.9233 -4.3753
O: -0.4867 2.3048 -3.2562
N: -5.0837 5.6697 -1.7258
O: -5.8768 5.8863 -0.8233
O: -5.2087 6.1294 -2.8533
H: -4.4391 4.5660 0.6290
H: -3.2729 4.8253 -3.4779
C: 0.7005 2.8872 2.8610
N: 1.8388 2.0206 3.1026
C: 2.4780 2.2133 4.3908
C: 3.3254 1.0124 4.7582
C: 4.2729 0.7681 3.5969
N: 3.4926 0.5258 2.4036
C: 3.9938 -0.3701 1.3791
C: 2.2924 1.1430 2.1588
O: 1.7200 0.8803 1.0902
H: 1.0113 3.9356 2.8929
H: -0.0840 2.7255 3.6009
H: 0.3006 2.6917 1.8775
H: 1.6922 2.3828 5.1299
H: 3.1139 3.1088 4.3604
H: 2.6881 0.1375 4.8985
H: 3.8792 1.2031 5.6780
H: 4.9062 -0.1011 3.7789
H: 4.9303 1.6407 3.4732
H: 4.3757 0.1801 0.5142
H: 3.1908 -1.0211 1.0366
H: 4.7935 -0.9748 1.8041
O: 0.5452 -2.0868 2.2450
C: -0.5746 -2.1111 1.7649
N: -1.2779 -1.0296 1.3352
S: -2.7688 -1.4183 0.7465
O: -2.9243 -1.0126 -0.6317
O: -3.8445 -1.0707 1.6223
C: -2.5363 -3.1801 0.8717
C: -3.3540 -4.2245 0.5017
C: -2.9573 -5.5108 0.8475
C: -1.7769 -5.7231 1.5526
C: -0.9592 -4.6594 1.9078
C: -1.3478 -3.3817 1.5492
H: -4.2720 -4.0403 -0.0412
H: -3.5881 -6.3487 0.5795
H: -1.4819 -6.7319 1.8133
H: -0.0358 -4.8101 2.4521
Te: -0.6406 -0.0204 -2.0861
C: 1.3797 0.0841 -2.7663
C: 1.7082 0.4726 -4.0596
C: 3.0161 0.3533 -4.5105
C: 4.0023 -0.1546 -3.6780
C: 3.6833 -0.5125 -2.3753
C: 2.3798 -0.3852 -1.9212
C: -0.4313 -2.1583 -2.1041
C: 0.3725 -2.9136 -1.2634
C: 0.4129 -4.2965 -1.3834
C: -0.3444 -4.9405 -2.3479
C: -1.1464 -4.1944 -3.2001
C: -1.1899 -2.8154 -3.0715
H: 0.9453 0.8845 -4.7062
H: 3.2634 0.6519 -5.5221
H: 5.0187 -0.2579 -4.0378
H: 4.4500 -0.8931 -1.7107
H: 2.1322 -0.6226 -0.8943
H: 0.9675 -2.4351 -0.4959
H: 1.0345 -4.8718 -0.7090
H: -0.2982 -6.0182 -2.4466
H: -1.7292 -4.6891 -3.9677
H: -1.8199 -2.2291 -3.7314

Cartesian forces, eV/Å:
Pt -1.57 0.64 -0.85
O -0.11 -0.10 -0.04
C 0.20 0.42 -0.19
O 0.79 -0.51 0.39
C 0.18 -0.23 0.18
C -0.20 0.22 -0.20
C 0.51 -0.59 0.26
C -0.04 0.05 -0.29
C -0.49 0.20 1.23
C -0.35 0.34 -0.50
O 0.37 -0.90 0.66
N 0.78 -0.35 -0.74
O -0.23 0.24 -0.01
O 0.02 0.68 -0.07
N -0.49 0.40 -0.18
O 0.15 -0.07 -0.04
O 0.08 -0.10 0.12
H 0.06 0.02 0.06
H -0.01 0.07 0.02
C 0.06 -0.01 -0.13
N -0.13 -0.10 0.00
C 0.12 -0.11 -0.04
C 0.06 0.10 -0.13
C -0.08 0.02 0.07
N 0.05 -0.16 0.13
C -0.10 0.07 -0.01
C 0.09 -0.26 -0.43
O 0.15 0.61 0.61
H 0.02 0.01 0.07
H -0.04 -0.03 -0.04
H -0.09 -0.01 -0.16
H 0.01 0.02 0.00
H -0.07 0.06 0.08
H 0.02 -0.02 0.03
H -0.01 0.02 0.01
H -0.01 0.00 0.00
H 0.06 -0.05 0.02
H 0.02 -0.02 0.01
H 0.03 -0.05 0.04
H 0.01 0.00 0.01
O -0.06 -0.03 -0.16
C 0.44 -0.10 0.33
N -0.09 0.91 -1.02
S -0.81 -0.61 -0.32
O 0.11 -0.24 0.03
O 0.10 0.07 0.27
C 0.56 0.36 0.28
C -0.22 0.06 -0.08
C -0.05 0.10 -0.01
C 0.07 -0.05 -0.02
C 0.07 0.04 0.05
C -0.17 -0.13 -0.03
H -0.02 -0.03 0.03
H 0.05 -0.03 -0.03
H -0.04 0.00 0.02
H 0.03 0.02 -0.03
Te 0.65 -1.23 0.65
C 0.05 0.04 0.04
C -0.15 0.00 0.03
C 0.05 -0.01 -0.06
C -0.01 0.03 0.02
C 0.01 -0.01 -0.04
C -0.09 0.09 0.12
C -0.34 0.05 -0.12
C 0.06 0.11 0.16
C 0.03 -0.01 0.04
C 0.02 -0.03 -0.09
C 0.03 -0.08 0.00
C -0.03 0.17 -0.01
H 0.01 -0.04 -0.05
H -0.01 0.01 0.01
H 0.00 0.01 0.00
H 0.00 0.02 0.00
H 0.05 0.04 0.00
H -0.03 0.01 0.05
H 0.02 0.00 0.02
H -0.03 0.00 0.03
H -0.03 0.03 0.02
H -0.03 -0.07 -0.01



Question: Number 5 is which compound?
Answer: C3H4O2